Entry 1:
Computed, not measured: a cluster of 4 separate species, C40H72NO5PS in total at a distorted geometry, with ωB97M-V/def2-TZVPD.

For the orbital gap, the calculation gives 7.02 eV. The value obtained for the LUMO energy is -0.104 eV. The total energy comes out at -74475.5449 eV. As for the HOMO energy: -7.120 eV. Its SMILES is CCCCCCCCc1cc(P(C)O)c(CCCCCCC)c2c1Nc1ccc(CCCO)cc1S2.CC(C)O.CC(C)O.CC(C)O.

Last column: Mulliken charge in e.
Geometry (Å):
1 S -1.941 -1.389 0.602  -0.305
2 P -1.651 1.219 -4.984  0.006
3 O 3.578 6.098 -1.562  -0.530
4 O -4.541 -0.023 7.995  -0.557
5 O -5.143 -1.720 -6.717  -0.525
6 O -0.899 -6.253 6.320  -0.544
7 O -0.975 -0.098 -5.901  -0.470
8 N -0.044 1.420 1.636  0.168
9 C 0.998 3.695 -0.423  -0.139
10 C -2.568 -1.385 -2.641  -0.239
11 C -3.266 -2.147 7.122  -0.546
12 C 4.432 5.056 -2.027  0.605
13 C -3.867 -1.922 -8.745  -1.159
14 C -1.429 -1.746 5.099  0.387
15 C 3.518 -2.703 -6.148  -0.889
16 C -5.219 -1.589 -8.135  0.416
17 C -1.369 -0.979 2.330  0.244
18 C -3.331 -0.520 7.320  -0.215
19 C -1.713 -0.074 -2.084  -0.066
20 C 0.634 -6.918 4.592  -1.344
21 C -1.324 0.020 -0.460  0.160
22 C -1.258 1.113 -3.119  0.465
23 C 1.375 -6.671 6.979  -1.392
24 C -6.309 -2.506 -8.667  -1.356
25 C -3.584 1.036 -5.148  -0.567
26 C -0.073 0.636 4.201  -0.352
27 C 1.272 4.429 2.117  0.407
28 C 0.371 4.656 0.745  -0.729
29 C 0.065 2.413 -0.852  0.402
30 C 5.865 5.561 -2.070  -1.455
31 C -1.834 -2.037 3.537  -0.666
32 C -0.526 -0.392 5.399  -0.532
33 C 0.455 -6.145 5.889  0.646
34 C -1.856 -2.674 6.399  -0.537
35 C 1.412 -1.892 -4.698  0.011
36 C 0.656 -3.283 -4.275  -0.778
37 C -0.362 2.350 -2.468  -1.127
38 C -1.469 -2.646 -2.627  -0.474
39 C 3.063 -1.996 -4.702  -0.381
40 C 3.286 1.618 5.474  -1.021
41 C -1.002 -3.119 -4.125  -0.230
42 C -0.492 0.370 2.601  0.215
43 C 1.763 5.819 2.836  -0.730
44 C 3.104 4.269 4.697  -0.396
45 C -0.450 1.226 0.211  0.140
46 C 1.981 5.439 4.450  -0.687
47 C 2.641 3.099 5.762  -0.415
48 C 3.965 4.595 -3.398  -1.084
49 H -3.568 -2.947 -8.500  0.327
50 H 4.193 -3.662 -5.951  0.215
51 H 2.256 3.788 1.924  0.143
52 H -1.417 -4.230 -4.265  0.310
53 H 3.472 3.719 3.732  0.216
54 H 4.197 -1.962 -6.788  0.278
55 H 0.937 4.971 4.787  0.226
56 H 3.537 -0.902 -4.748  0.200
57 H 2.919 0.852 6.309  0.250
58 H 6.550 4.778 -2.409  0.373
59 H -2.913 -1.285 -3.755  -0.351
60 H -7.274 -2.262 -8.210  0.329
61 H 2.927 4.245 -3.354  0.151
62 H -6.403 -2.417 -9.754  0.376
63 H 1.144 -3.826 -3.353  0.274
64 H -3.824 -0.024 -5.640  -0.050
65 H -0.536 2.312 1.948  0.309
66 H 1.155 4.392 -1.379  0.092
67 H -0.218 -0.165 6.505  0.197
68 H -3.889 -1.815 -9.834  0.399
69 H 1.055 6.737 2.683  0.383
70 H 1.457 3.037 5.879  0.320
71 H 0.677 3.819 2.953  -0.353
72 H -4.072 1.911 -5.753  0.349
73 H 5.957 6.421 -2.744  0.359
74 H 1.663 -6.841 4.226  0.368
75 H 2.593 -2.965 -6.829  0.268
76 H 2.426 -6.587 6.685  0.368
77 H -0.514 -2.365 -1.970  0.352
78 H -2.406 -0.116 7.948  0.152
79 H 0.550 1.618 4.471  0.090
80 H -1.924 -3.826 6.159  0.145
81 H 1.097 -1.022 -3.979  0.086
82 H 2.156 6.388 5.112  0.384
83 H 3.639 6.838 -2.189  0.337
84 H -0.744 4.385 1.051  0.390
85 H 2.072 3.262 -0.183  0.086
86 H -3.270 0.028 6.263  0.246
87 H 3.489 -2.556 -3.766  0.322
88 H 6.184 5.901 -1.079  0.350
89 H 0.660 -5.083 5.716  0.236
90 H -4.526 0.990 7.891  0.333
91 H 4.065 4.781 5.178  0.372
92 H -2.491 -2.998 3.272  0.230
93 H 0.418 5.812 0.509  0.381
94 H -3.091 -1.262 -8.343  0.215
95 H 1.157 -7.722 7.202  0.346
96 H 1.109 -1.674 -5.832  -0.015
97 H -1.990 -3.532 -2.068  0.270
98 H 2.995 1.138 4.447  0.276
99 H 4.468 1.604 5.540  0.321
100 H -5.475 -0.547 -8.354  0.272
101 H -3.303 -2.620 8.215  0.290
102 H -4.001 0.944 -4.033  0.257
103 H -6.097 -3.552 -8.419  0.353
104 H -1.090 -7.193 6.477  0.329
105 H 0.793 -4.028 -5.198  0.285
106 H -4.230 -2.528 6.565  0.285
107 H -4.916 -2.642 -6.513  0.332
108 H -0.233 0.339 -6.449  0.330
109 H -1.009 -2.530 7.201  0.314
110 H 1.226 -6.113 7.910  0.334
111 H 4.592 3.782 -3.777  0.363
112 H -0.042 -6.536 3.820  0.326
113 H 2.866 6.035 2.435  0.186
114 H -1.473 -2.496 -5.002  0.050
115 H -3.420 -1.628 -1.876  0.374
116 H 0.391 -7.977 4.730  0.338
117 H 3.042 3.438 6.833  0.316
118 H 3.989 5.421 -4.118  0.341
119 H 4.355 4.227 -1.314  0.224
120 H -0.009 3.207 -3.187  0.032


Entry 2:
Computed, not measured: a cluster of 2 separate species, C9H7N3O2 in total at a distorted geometry, with ωB97M-V/def2-TZVPD.

For the orbital gap (alpha / beta), the calculation gives 6.94 / 7.18 eV. The value obtained for the LUMO energy (alpha / beta) is -2.122 / -2.184 eV. The total energy comes out at -18004.0451 eV. As for the HOMO energy (alpha / beta): -9.061 / -9.367 eV.

Last column: Mulliken charge in e.
Geometry (Å):
1 O 1.320 1.159 1.145  -0.112
2 O 1.111 -1.963 -0.268  -0.597
3 N 0.001 1.616 1.215  -0.692
4 N 0.782 -0.846 0.178  0.719
5 N 2.185 0.669 -2.809  -0.494
6 C -3.225 0.549 -0.087  -0.462
7 C -0.924 0.859 0.634  0.779
8 C -2.295 1.310 0.571  -0.526
9 C 1.979 0.665 -1.706  0.069
10 C -2.867 -0.742 -0.459  -0.503
11 C -1.592 -1.201 -0.439  -0.441
12 C 1.737 0.126 0.475  0.519
13 C -0.566 -0.411 0.088  0.311
14 C 3.136 -0.234 0.587  -1.198
15 H -1.212 -2.282 -0.683  0.331
16 H -3.570 -1.324 -1.096  0.314
17 H 3.476 -0.260 1.728  0.329
18 H 3.783 0.420 0.164  0.401
19 H -4.145 0.832 -0.388  0.495
20 H -2.450 2.302 0.990  0.416
21 H 3.335 -1.244 0.162  0.341


Entry 3:
Computed, not measured: a structure of composition C40H34Cl3FN5O6ReS, with ωB97M-V/def2-TZVPD.

As for the expectation value of S²: 1.1611. For the orbital gap (alpha / beta), the calculation gives 7.03 / 6.25 eV. The value obtained for the LUMO energy (alpha / beta) is -3.313 / -3.282 eV. As for the multiplicity: 2. The total energy comes out at -115009.6433 eV. The net charge is +1. As for the HOMO energy (alpha / beta): -10.339 / -9.536 eV.

Last column: Löwdin spin population.
Geometry (Å):
1 Re -0.399 0.494 0.338  1.162
2 Cl -5.452 0.185 -1.215  0.002
3 Cl -5.675 0.457 1.664  0.000
4 Cl -5.468 2.833 -0.002  0.005
5 S 5.615 -1.218 3.874  0.000
6 F 5.560 -2.729 -0.272  0.000
7 O 1.618 0.180 0.086  0.022
8 O 5.854 -2.544 3.373  0.000
9 O 0.079 2.457 0.345  0.075
10 O 1.156 4.386 0.114  0.014
11 O 5.866 -0.920 5.248  0.000
12 O 6.392 -0.205 2.971  0.000
13 N -2.391 0.942 0.389  -0.003
14 N 4.834 2.690 0.204  0.000
15 N 7.792 -1.130 0.168  0.000
16 N 0.028 0.313 2.443  -0.009
17 N 8.841 -0.753 2.508  0.000
18 C 4.135 -0.904 -0.126  0.000
19 C 5.972 3.579 0.335  0.000
20 C 1.866 -1.298 2.442  -0.002
21 C 3.158 -1.653 2.782  0.000
22 C -0.990 -1.349 0.386  -0.150
23 C 8.030 -2.391 0.886  0.000
24 C 5.392 -1.405 -0.100  0.000
25 C 2.179 0.850 3.490  -0.001
26 C -3.524 1.091 0.304  0.022
27 C 3.955 -0.754 3.474  -0.001
28 C 2.455 2.422 0.133  0.001
29 C 3.477 0.496 3.832  0.000
30 C -4.789 -3.571 -1.986  0.003
31 C 3.595 3.185 0.184  0.001
32 C 6.326 0.787 0.113  0.000
33 C -0.826 -4.183 2.747  -0.029
34 C -1.842 -4.528 1.849  0.003
35 C 8.981 -0.302 0.115  0.000
36 C -2.385 -5.814 1.926  -0.036
37 C -4.981 1.151 0.190  0.002
38 C 6.717 3.589 1.636  0.000
39 C -0.386 -5.076 3.705  0.004
40 C 3.920 0.480 -0.001  -0.001
41 C 2.586 1.011 0.066  0.001
42 C 1.163 3.179 0.182  0.010
43 C -3.618 -3.406 -1.265  -0.019
44 C -1.596 -2.443 0.572  0.153
45 C -1.944 -6.709 2.888  0.005
46 C 5.038 1.318 0.089  -0.001
47 C 9.365 0.204 1.520  0.000
48 C -4.726 -4.194 0.718  -0.021
49 C 6.542 -0.586 0.070  0.000
50 C -5.899 -4.351 -0.004  0.003
51 C 9.013 -2.137 2.045  0.000
52 C 5.870 4.763 1.243  0.000
53 C -5.930 -4.055 -1.360  -0.022
54 C 1.380 -0.052 2.804  0.000
55 C -2.298 -3.562 0.837  -0.146
56 C -3.565 -3.738 0.089  -0.002
57 C -0.948 -6.345 3.781  -0.041
58 H -3.130 -6.130 1.210  -0.001
59 H -0.291 1.161 2.899  0.001
60 H 6.535 3.687 -0.584  0.000
61 H 8.846 0.523 -0.581  0.000
62 H 3.494 4.260 0.225  0.000
63 H 9.779 -0.928 -0.287  0.000
64 H -4.720 -4.391 1.782  0.000
65 H 7.161 1.450 0.266  0.000
66 H 6.363 5.668 0.921  0.000
67 H 0.396 -4.786 4.395  0.001
68 H -0.378 -3.200 2.681  0.001
69 H 3.293 -1.569 -0.260  0.000
70 H 7.350 -0.571 2.756  0.000
71 H 4.103 1.176 4.395  0.000
72 H -4.809 -3.331 -3.041  0.001
73 H -2.374 -7.701 2.931  0.001
74 H 8.921 1.181 1.726  0.000
75 H -6.841 -4.198 -1.926  -0.001
76 H 8.779 -2.812 2.866  0.000
77 H 9.284 -0.615 3.410  0.000
78 H -2.723 -3.043 -1.754  0.000
79 H 3.554 -2.626 2.523  0.000
80 H 8.430 -3.145 0.204  0.000
81 H 6.343 2.937 2.415  0.000
82 H 1.790 1.823 3.768  0.000
83 H 7.793 3.691 1.607  0.000
84 H 10.452 0.312 1.575  0.000
85 H 4.950 4.928 1.786  0.000
86 H -0.627 -0.443 2.626  0.001
87 H 1.241 -1.975 1.872  -0.002
88 H 10.045 -2.330 1.734  0.000
89 H -6.791 -4.704 0.495  0.001
90 H 7.098 -2.754 1.301  0.000
91 H -0.603 -7.048 4.527  -0.002


Entry 4:
Computed, not measured: a cluster of 9 separate species, C48H88BrN8O10PS2 in total at a distorted geometry, with ωB97M-V/def2-TZVPD.

For the orbital gap, the calculation gives 9.44 eV. The value obtained for the LUMO energy is 0.097 eV. The total energy comes out at -184596.7777 eV. As for the HOMO energy: -9.344 eV. Its SMILES is CCCCCCC[C@]1(P(O)Br)OS(=O)(=O)O[C@]1(CCCCS(=O)(=O)O)OC[C@@H](C)O.CCCC#N.CCCC#N.CCCC#N.CCCC#N.CCCC#N.CCCC#N.CCCC#N.CCCC#N.

Last column: Mulliken charge in e.
Geometry (Å):
1 Br 3.455 -1.729 -1.154  -0.229
2 S -1.293 -3.008 -7.582  1.306
3 S -1.307 -2.219 -3.213  0.056
4 P 2.193 -3.620 -1.336  -0.010
5 O -1.223 -2.112 -4.684  -0.234
6 O -3.364 -6.342 0.472  -0.624
7 O -1.629 -3.737 -2.596  -0.366
8 O 2.376 -4.386 0.151  -0.412
9 O -0.475 -5.092 -0.893  0.132
10 O -1.473 -1.371 -7.347  -0.455
11 O 0.148 -1.945 -2.474  -0.313
12 O -2.255 -1.153 -2.789  -0.188
13 O -1.123 -3.186 -9.048  -0.719
14 O -2.512 -3.726 -7.142  -0.632
15 N 9.382 -0.748 2.047  -0.531
16 N 0.111 -2.685 5.562  -0.546
17 N 2.345 7.104 2.324  -0.365
18 N -6.539 -1.399 -0.656  -0.463
19 N 10.457 -3.830 -1.785  -0.455
20 N 5.274 -0.248 1.652  -0.592
21 N -0.351 2.347 3.982  -0.502
22 N -4.276 3.363 -2.400  -0.558
23 C -2.151 -0.092 0.808  -0.190
24 C 0.364 -3.036 -1.535  1.419
25 C -1.830 4.433 4.520  -0.568
26 C -9.486 -0.894 -2.462  -0.423
27 C 8.946 -1.741 -1.355  -0.423
28 C -0.035 -2.388 -0.158  -0.465
29 C -3.498 -1.754 6.357  -1.148
30 C 4.314 0.055 2.207  0.385
31 C -1.540 -2.502 0.253  0.525
32 C -1.852 2.377 -0.846  -1.018
33 C 8.949 2.894 1.041  -1.349
34 C 1.050 10.620 2.990  -0.966
35 C 0.878 -4.453 -4.356  -0.427
36 C 7.738 -2.070 -0.479  0.278
37 C -0.412 -4.290 -2.050  0.283
38 C -0.046 -4.644 -5.615  -0.898
39 C -1.903 5.400 3.336  -0.538
40 C -2.476 -0.806 6.972  -0.604
41 C -4.693 1.093 -5.027  -0.489
42 C -0.549 6.001 2.974  -0.940
43 C -10.276 -1.609 -1.372  -1.196
44 C -4.676 1.026 -3.499  1.575
45 C 2.555 10.479 3.187  -0.417
46 C 6.784 -3.065 -1.125  -1.269
47 C -1.400 -6.177 -1.007  -0.969
48 C 7.725 1.215 2.515  -0.169
49 C 2.862 2.694 1.706  -1.541
50 C -0.499 -1.736 5.777  0.217
51 C -4.454 2.338 -2.885  0.202
52 C -5.842 1.930 -5.576  -1.283
53 C -0.581 1.699 -0.214  0.114
54 C 0.247 -5.214 -3.129  -1.189
55 C 3.091 0.458 2.907  -0.496
56 C -7.232 -1.460 -1.570  0.199
57 C -1.285 -0.530 6.050  0.198
58 C 9.798 -2.909 -1.595  0.203
59 C -1.007 3.258 4.223  0.303
60 C 7.632 2.184 1.336  -0.130
61 C -1.961 -6.642 0.400  0.083
62 C 8.648 0.110 2.257  0.300
63 C 2.731 8.182 2.247  0.248
64 C -0.924 0.867 1.070  0.410
65 C 0.240 -3.610 -6.761  -0.975
66 C 3.211 9.563 2.152  -0.467
67 C -1.879 -1.509 1.437  -1.287
68 C -1.204 -6.002 1.611  -1.003
69 C -8.123 -1.535 -2.731  -0.177
70 C 2.203 1.364 2.049  1.537
71 H 1.927 0.849 1.124  -0.259
72 H 7.195 -1.146 -0.270  -0.214
73 H 9.541 -0.966 -0.865  0.227
74 H -1.898 -7.750 0.468  0.520
75 H 0.567 -2.736 0.709  0.417
76 H -0.119 6.538 3.823  0.307
77 H 3.127 3.244 2.612  0.387
78 H -4.777 0.077 -5.419  0.333
79 H -7.647 -1.024 -3.573  0.095
80 H 2.531 -0.439 3.182  0.259
81 H 2.753 10.106 4.195  0.291
82 H -4.341 -1.893 7.036  0.348
83 H -1.085 -4.434 -5.260  0.396
84 H 3.014 11.467 3.119  0.304
85 H -0.870 -7.068 -1.428  0.314
86 H -2.268 -2.367 -0.571  0.242
87 H -8.252 -2.578 -3.027  0.375
88 H -2.316 4.891 2.462  0.292
89 H -2.126 -1.220 7.921  0.317
90 H 0.821 11.014 1.997  0.306
91 H -3.090 0.303 1.251  0.722
92 H -0.464 -5.963 -3.552  0.619
93 H 2.411 -3.729 0.864  0.306
94 H 3.029 9.946 1.145  0.278
95 H -2.839 4.101 4.776  0.298
96 H 0.831 -4.126 -7.544  0.514
97 H -9.357 0.155 -2.183  0.295
98 H -3.881 0.348 -3.180  -0.704
99 H 4.293 9.571 2.301  0.283
100 H -10.442 -2.657 -1.634  0.306
101 H -9.759 -1.573 -0.412  0.337
102 H -0.981 -1.531 2.102  0.298
103 H 2.179 3.314 1.124  0.324
104 H 0.173 2.483 0.040  -0.094
105 H -2.765 2.301 -0.222  0.335
106 H 9.294 3.456 1.911  0.336
107 H -1.433 4.946 5.399  0.347
108 H -0.130 -5.801 1.431  0.154
109 H -0.122 1.013 -0.961  0.053
110 H 1.276 1.558 2.593  -0.268
111 H 7.301 1.651 0.442  0.169
112 H 9.731 2.187 0.757  0.325
113 H 1.149 -3.396 -4.163  0.353
114 H -2.327 -1.272 -6.898  0.334
115 H 0.539 9.662 3.104  0.194
116 H 0.160 5.234 2.662  0.207
117 H -0.018 0.275 1.340  -0.197
118 H -1.700 3.466 -1.036  0.409
119 H -0.637 0.215 6.518  0.280
120 H 8.614 -1.327 -2.311  0.341
121 H 0.833 -2.765 -6.344  0.364
122 H -5.829 1.920 -6.667  0.398
123 H -5.769 2.971 -5.255  0.336
124 H -2.742 -1.949 1.977  0.431
125 H -2.286 -5.972 -1.644  0.498
126 H 6.412 -2.688 -2.082  0.316
127 H -1.758 -5.099 1.958  0.290
128 H -10.067 -0.908 -3.387  0.335
129 H -0.049 -5.686 -5.999  0.554
130 H -2.315 -0.201 -0.288  -0.181
131 H 5.927 -3.240 -0.474  0.219
132 H 1.838 -4.978 -4.592  0.392
133 H 3.352 0.966 3.839  0.386
134 H 0.185 -1.296 -0.263  -0.335
135 H -11.251 -1.136 -1.240  0.350
136 H 8.071 -2.465 0.482  0.330
137 H -2.025 1.884 -1.827  -0.046
138 H -3.885 -1.355 5.416  0.283
139 H -2.966 0.143 7.201  0.344
140 H -1.633 -0.098 5.109  -0.036
141 H -2.594 6.208 3.588  0.349
142 H -1.708 -3.531 0.657  -1.023
143 H -1.263 -6.716 2.469  0.434
144 H -3.067 -2.737 6.161  0.347
145 H 8.822 3.596 0.214  0.384
146 H 6.732 0.810 2.717  -0.163
147 H 3.768 2.553 1.112  0.320
148 H 6.869 2.934 1.560  0.329
149 H 0.635 11.306 3.730  0.320
150 H -6.806 1.536 -5.246  0.242
151 H 1.070 -5.796 -2.654  0.515
152 H -0.657 6.706 2.149  0.372
153 H -5.616 0.604 -3.134  -0.257
154 H -1.168 1.511 1.955  -0.153
155 H 8.038 1.752 3.415  0.429
156 H 7.268 -4.028 -1.301  0.437
157 H -3.503 -5.488 0.050  0.354
158 H -3.745 1.497 -5.393  0.352


M values (in g/mol) by entry order: 710.059, 189.174, 1024.372, 1112.290.